Below is a molecular structure, C5H7NO, with properties calculated with ωB97M-V/def2-TZVPD.

CARTESIAN COORDINATES (ANGSTROEM)
O: 1.709 1.257 -1.584
C: 1.006 0.350 -0.858
C: 1.436 -0.704 0.147
N: -0.018 -1.105 0.198
C: -0.971 -0.418 1.133
C: -1.581 0.377 -0.070
C: -0.275 -0.014 -0.706
H: 2.118 -1.508 -0.150
H: 1.755 -0.305 1.116
H: -0.468 0.267 1.830
H: -1.627 -1.099 1.687
H: -1.753 1.444 0.074
H: -2.461 -0.092 -0.516
H: 1.129 1.551 -2.300

Cartesian forces, eV/Å:
O -0.12 -0.02 -0.04
C -0.05 -0.22 0.08
C 0.32 -0.08 0.08
N -0.05 -0.11 0.05
C -0.17 0.04 0.30
C -0.16 0.11 -0.07
C 0.01 0.15 -0.14
H -0.12 0.11 -0.02
H -0.04 0.09 -0.19
H -0.04 -0.09 -0.13
H 0.15 0.10 -0.13
H -0.01 -0.14 -0.03
H 0.08 -0.01 0.13
H 0.20 0.08 0.11

- electronic energy (Ha) = -324.5807
- energy relative to the best compared isomer or geometry (same formula, charge and spin) (kcal per mole) = 90.2
- HOMO-LUMO gap (eV) = 8.472